Below is a 13-piece molecular cluster, C25H64O13 overall in a non-equilibrium geometry, with properties calculated with ωB97M-V with the def2-TZVPD basis set.

For the LUMO energy, the calculation gives 0.387 eV. The calculation puts the largest force on an atom at 2.23 eV/A. Its HOMO-LUMO gap is 9.5 eV. The calculation puts the energy above the lowest of the compared OMol25 structures with the same formula, charge and spin at 0.0 kJ/mol. For the calculated total energy, the calculation gives -53578.093 eV. For the HOMO energy, the calculation gives -9.127 eV.

Last column: Löwdin charge in e.
CARTESIAN COORDINATES (ANGSTROEM)
O  2.5361  -2.6913  0.9565  0.017
O  -0.0103  2.2536  2.9044  -0.173
O  -3.4658  3.6146  2.1708  0.087
O  5.1487  1.8985  2.4848  -0.121
O  -2.5524  -0.3041  -2.1180  0.043
O  1.1308  4.1327  1.2025  -0.141
O  -4.5229  -0.6752  2.9541  0.039
O  -0.0392  0.5240  -1.1037  -0.145
O  -1.6066  -2.8111  1.6398  -0.141
O  1.0703  0.0811  4.4172  -0.148
O  5.0454  0.2914  -1.5566  0.052
O  0.3056  -3.9280  -0.2170  -0.141
O  -2.3418  0.3871  -6.2689  0.063
C  1.2290  -1.0883  3.5849  -0.111
C  4.0587  -4.4457  1.4500  -0.011
C  -4.6057  -1.3032  -2.6858  0.005
C  0.2688  -3.8152  -1.6157  -0.150
C  3.7996  1.4584  2.2474  -0.138
C  -0.2696  3.0697  4.0407  -0.114
C  -4.0515  1.1687  -3.1388  0.003
C  1.4821  3.5588  -0.0368  -0.166
C  3.7313  0.5932  -3.5418  -0.011
C  4.8994  0.8843  -2.6001  -0.488
C  -3.7004  -0.3320  3.7903  -0.471
C  3.6482  -3.1883  0.7371  -0.438
C  -2.1103  -1.8031  -5.3872  -0.016
C  -2.5313  -2.2858  0.6972  -0.162
C  -2.2733  -0.0474  3.4219  -0.005
C  -4.0941  -0.1631  5.2338  -0.020
C  -2.1762  3.4763  0.1975  0.002
C  -1.7062  -0.3436  -5.5541  -0.506
C  0.4230  0.0521  0.1857  -0.134
C  -3.2319  3.0334  1.1648  -0.523
C  4.6261  -2.6088  -0.2631  -0.007
C  -0.4783  0.1325  -4.8197  -0.012
C  -3.6322  -0.1539  -2.5993  -0.505
C  -4.0288  1.8392  0.7122  -0.011
C  5.9324  1.8529  -3.0757  -0.025
H  -2.4454  3.1594  -0.8090  0.070
H  -3.4228  1.9584  -2.7366  0.080
H  -4.7520  2.1888  -0.0346  0.093
H  6.0853  1.7812  -4.1502  0.081
H  1.3081  -0.1638  5.3142  0.091
H  -3.4346  -0.7180  5.9063  0.083
H  3.1626  -5.0676  1.5255  0.091
H  -3.0357  -3.0865  0.1268  0.084
H  -1.2219  3.0311  0.4808  0.062
H  -0.1855  1.1176  -5.1930  0.088
H  -3.2735  -1.6945  1.2276  0.054
H  -4.7462  -1.6128  -3.7230  0.080
H  5.3682  2.5854  1.8503  0.068
H  0.2450  -1.0163  0.3369  0.060
H  1.0152  -4.4572  -2.1001  0.079
H  -0.0884  0.6166  0.9819  0.064
H  0.8327  2.7213  -0.2909  0.049
H  6.8681  1.7163  -2.5416  0.083
H  -0.8875  0.0938  -1.2846  0.011
H  -3.3747  1.1006  0.2395  0.075
H  0.2178  2.6710  4.9362  0.082
H  3.5580  0.7612  3.0492  0.066
H  -3.8840  1.1454  -4.2267  0.090
H  -2.0382  -1.6674  -0.0698  0.054
H  -1.6506  -2.3745  -6.1972  0.090
H  3.8938  -0.3982  -3.9687  0.089
H  0.9867  -0.8250  2.5646  0.053
H  0.7300  3.4280  1.7404  0.012
H  -4.0650  0.8854  5.5456  0.090
H  -4.5833  1.3652  1.5167  0.067
H  -3.1888  -1.8777  -5.5327  0.074
H  4.4220  -4.2353  2.4474  0.091
H  0.0932  4.0833  3.8645  0.087
H  3.6681  1.3171  -4.3581  0.077
H  -0.7184  -4.1371  -1.9480  0.079
H  1.1561  -3.5723  0.1053  0.038
H  2.2671  -1.4243  3.6429  0.077
H  4.7821  -4.9986  0.8487  0.082
H  -5.1121  -0.5280  5.3728  0.081
H  4.8039  -3.3513  -1.0497  0.094
H  -5.5648  -1.0455  -2.2425  0.090
H  -1.8247  -2.2131  -4.4227  0.072
H  -2.2077  1.0459  3.2746  0.082
H  -1.3468  3.1064  4.2419  0.076
H  -2.0483  4.5552  0.2434  0.096
H  1.4514  4.3255  -0.8121  0.080
H  3.7308  0.8695  1.3171  0.069
H  5.5692  2.8674  -2.8538  0.098
H  0.3652  -0.5474  -4.9726  0.085
H  1.4960  0.2186  0.3031  0.071
H  2.5251  3.1958  0.0193  0.067
H  -1.5690  -0.2109  4.2423  0.080
H  2.7787  0.5892  -3.0230  0.074
H  0.5716  -1.8930  3.9170  0.088
H  -1.0118  -3.4061  1.1391  0.048
H  0.4090  -2.7760  -1.9502  0.081
H  3.0959  2.2913  2.2007  0.068
H  -4.1802  -2.1529  -2.1485  0.081
H  5.5796  -2.3764  0.2127  0.098
H  0.4317  1.4381  3.1867  0.042
H  -0.6520  0.2047  -3.7429  0.063
H  -5.1044  1.3735  -2.9646  0.088
H  4.2118  -1.7161  -0.7148  0.053
H  -1.9683  -0.5784  2.5286  0.057

---

Below is a 6-piece molecular cluster, C25H65BN7O8 overall in a non-equilibrium geometry, with properties calculated with ωB97M-V with the def2-TZVPD basis set.

For the LUMO energy, the calculation gives 1.990 eV. The calculation puts the largest force on an atom at 2.10 eV/A. Its total charge is -1. Its HOMO-LUMO gap is 5.9 eV. For the calculated total energy, the calculation gives -54465.740 eV. For the HOMO energy, the calculation gives -3.943 eV.

Last column: Löwdin charge in e.
CARTESIAN COORDINATES (ANGSTROEM)
O  -0.1384  -3.4144  -2.6044  -0.069
O  0.4766  2.7452  -9.1178  -0.197
O  0.5395  1.9733  2.9803  -0.188
O  0.6724  -6.1295  1.1443  -0.187
O  -5.1065  1.3532  -0.4241  -0.196
O  -1.3675  -2.7251  -4.2985  -0.083
O  -2.3096  1.0107  -3.2362  0.052
O  3.3666  0.2793  6.5655  -0.201
N  -0.3895  -1.1166  -1.1274  0.085
N  2.5297  2.4219  8.2916  0.039
N  -3.4100  -1.1712  -2.8328  0.167
N  2.5154  -4.5851  -0.4395  0.050
N  0.1988  2.5166  -6.2595  0.048
N  -7.0747  -0.6215  -1.1340  0.044
N  1.1580  1.6299  0.1902  0.052
C  2.8253  -0.3301  -2.1819  -0.048
C  4.7568  1.7737  9.0346  -0.076
C  -1.0860  0.6860  -7.2189  -0.057
C  0.5983  -4.7075  1.1344  -0.197
C  -5.6321  2.6536  -0.2287  -0.107
C  1.7762  2.7190  0.9514  -0.423
C  0.4921  -0.3153  -3.2933  -0.106
C  -0.9340  2.2025  -7.1351  -0.428
C  -0.7349  -1.0538  -2.5483  -0.346
C  -8.0752  0.7451  0.6160  -0.078
C  1.9105  -3.9991  0.7562  -0.428
C  -0.7631  -2.5109  -3.1986  -0.683
C  0.9509  3.0841  2.1993  -0.209
C  1.2295  -6.6810  2.3192  -0.126
C  -5.5354  0.3988  0.5342  -0.205
C  -0.7996  2.8851  -8.5091  -0.213
C  2.9436  -3.9875  1.8814  -0.084
C  0.6789  1.5120  -9.7851  -0.112
C  4.7168  0.3622  6.1418  -0.101
C  3.2212  2.3412  1.2654  -0.070
C  3.3180  1.3080  8.8311  -0.432
C  1.8701  -0.9758  -2.9133  -0.154
C  3.1966  0.0485  7.9542  -0.206
C  1.5288  1.4722  3.8624  -0.111
C  -6.9284  -0.1981  0.2629  -0.430
B  -2.1617  -0.3786  -2.8653  -0.494
H  0.4871  0.7362  -2.9118  0.104
H  2.7219  0.6923  -1.7701  0.021
H  1.5522  2.1429  8.2538  0.071
H  2.1348  0.7149  3.3608  0.077
H  -0.2388  1.1398  -10.2488  0.088
H  -6.5834  2.7622  -0.7545  0.074
H  -4.1891  -0.6925  -3.2829  0.063
H  1.0508  2.3115  -6.7785  0.070
H  0.9750  0.8743  0.8495  0.076
H  3.3110  1.3346  1.6745  0.065
H  2.1094  -2.0250  -3.1972  0.100
H  -9.0145  0.1910  0.6746  0.073
H  -0.1423  0.1811  -7.4270  0.069
H  3.8240  2.3678  0.3554  0.075
H  0.2377  3.5237  -6.1190  0.068
H  1.0826  0.7682  -9.0956  0.077
H  -5.4629  0.8099  1.5493  0.119
H  1.6627  -2.9564  0.5337  0.130
H  3.7209  -3.2489  1.6712  0.069
H  1.4229  1.6721  -10.5674  0.082
H  -0.1698  -0.2046  -0.7399  0.036
H  2.7893  2.5299  7.3124  0.065
H  -7.0308  -1.0830  0.8990  0.135
H  -1.0565  -1.6367  -0.5640  0.075
H  4.7563  0.0736  5.0907  0.088
H  5.3687  -0.3061  6.7109  0.090
H  5.0748  1.3918  6.2121  0.075
H  -1.4532  0.2896  -6.2703  0.076
H  -1.5930  2.5645  -9.1967  0.115
H  2.1662  2.2675  4.2604  0.085
H  -1.8027  0.4049  -7.9954  0.078
H  2.5773  -5.5908  -0.2897  0.063
H  3.4450  -4.9493  2.0007  0.056
H  0.2302  1.9261  -0.1074  0.078
H  -0.1443  -4.4605  0.3703  0.121
H  -3.6403  -1.4490  -1.8797  0.059
H  2.3150  -6.7665  2.2228  0.071
H  2.4822  -3.7215  2.8374  0.069
H  0.0242  3.5588  1.8610  0.119
H  -1.8439  2.5927  -6.6674  0.135
H  -4.8061  -0.4153  0.4781  0.120
H  -7.9090  1.2205  1.5862  0.075
H  3.6648  3.0417  1.9785  0.074
H  2.1775  -0.3365  8.0610  0.122
H  0.1996  -4.3356  2.0887  0.113
H  1.0223  0.9849  4.6961  0.084
H  -2.7948  1.3989  -2.4870  0.072
H  -6.3719  -1.3287  -1.3382  0.068
H  0.3864  -0.3942  -4.3964  0.109
H  1.8061  3.6074  0.3118  0.135
H  3.8665  -0.7493  8.2991  0.119
H  5.4135  0.9315  9.2664  0.077
H  -6.8026  0.1665  -1.7195  0.069
H  1.8527  -4.4929  -1.2115  0.066
H  -8.2165  1.5290  -0.1284  0.062
H  4.8113  2.4763  9.8688  0.074
H  2.9181  1.0550  9.8184  0.133
H  1.4694  3.8250  2.8224  0.115
H  -5.7545  2.8937  0.8313  0.090
H  -0.9334  3.9623  -8.3630  0.115
H  0.9731  -6.0986  3.2096  0.085
H  -4.9335  3.3671  -0.6681  0.087
H  3.7917  -0.8580  -2.0056  0.039
H  0.8309  -7.6906  2.4384  0.081
H  5.1575  2.2883  8.1611  0.063